C30H48BrMgN3P2Se as an isolated structure at a distorted geometry. Source: the Open Molecules 2025 dataset; level of theory: ωB97M-V with the def2-TZVPD basis set.

Atoms and positions in Å:
N1 0.20966 0.11590 -7.73860
C1 1.23105 -0.42115 -7.05683
C2 1.03744 -1.11779 -5.85610
C3 -0.26301 -1.18647 -5.29976
C4 -1.33330 -0.66028 -6.05292
C5 -1.04007 0.00368 -7.25603
C6 -0.40373 -1.61374 -3.89172
Mg1 -1.55504 -2.98615 -2.67552
P1 -0.89295 -4.41912 -0.26370
C7 -1.32176 -0.92420 -2.99872
C8 -1.03603 -0.32238 -1.68108
C9 -2.03366 -0.24423 -0.65028
C10 -1.79593 0.18949 0.63158
C11 -0.60669 0.99332 1.06167
C12 0.27283 1.14945 -0.17593
C13 0.10449 0.47450 -1.35932
Br1 0.40147 0.13294 2.53565
H1 0.49131 -2.20473 -3.52095
H2 -2.28740 -0.62528 -3.47783
H3 1.89034 -1.50314 -5.29633
H4 -2.35009 -0.68027 -5.69119
H5 2.24881 -0.31672 -7.46290
H6 -1.82509 0.48331 -7.85563
H7 -3.01601 -0.69698 -0.83282
H8 0.82898 0.58744 -2.17295
H9 -2.53280 -0.03625 1.42264
H10 1.13884 1.81804 -0.06296
P2 -1.33103 2.55529 2.01158
C14 0.32315 -3.85368 -1.55469
C15 1.50501 -4.85753 -1.68965
H11 0.66079 -2.79572 -1.39146
H12 -0.17981 -4.15608 -2.54004
H13 2.27026 -4.42305 -2.35591
H14 1.93985 -5.19318 -0.73535
H15 1.05904 -5.73236 -2.20483
C16 -2.28815 -3.26795 -0.51836
C17 -3.32946 -3.25854 0.62438
H16 -2.81799 -3.43279 -1.50628
H17 -1.77495 -2.30076 -0.48331
H18 -4.17179 -2.60164 0.34751
H19 -3.71951 -4.26649 0.83547
H20 -2.89332 -2.84442 1.54941
C18 -0.17486 -3.55954 1.25833
C19 0.00207 -4.39457 2.52528
H21 -0.88931 -2.75948 1.49767
H22 0.76232 -3.05554 0.96947
H23 0.29195 -3.73881 3.35793
H24 -0.93593 -4.88570 2.80031
H25 0.76935 -5.17274 2.45553
C20 -0.38677 3.44080 3.26590
C21 -1.14826 4.48206 4.12761
H26 0.41610 3.96973 2.74193
H27 0.10289 2.68809 3.91395
H28 -1.77655 5.15313 3.50678
H29 -1.78480 3.98316 4.88257
H30 -0.41380 5.10768 4.68234
C22 -2.72916 1.93165 3.03159
C23 -4.12087 2.31123 2.50705
H31 -2.61480 2.33630 4.05589
H32 -2.65615 0.83495 3.13177
H33 -4.36472 3.36647 2.69324
H34 -4.22578 2.12389 1.42960
H35 -4.88764 1.71504 3.01959
C24 -1.55878 3.66115 0.60079
C25 -0.33979 4.46038 0.12188
H36 -2.37814 4.32575 0.90576
H37 -1.92140 3.02265 -0.21993
H38 0.40633 3.77895 -0.32826
H39 -0.67618 5.15950 -0.66906
H40 0.10476 5.06524 0.92820
C26 4.22662 -1.26999 2.04305
N2 3.98254 0.14417 2.16258
C27 3.61470 0.84505 3.29222
C28 3.66055 2.17000 2.97059
N3 4.06031 2.24649 1.64801
C29 4.40986 3.50006 1.01888
C30 4.28195 0.98788 1.12278
Se1 4.91134 0.53927 -0.50506
H41 5.20783 -1.54766 2.44729
H42 4.22511 -1.50872 0.97379
H43 3.43815 -1.82694 2.55328
H44 3.32301 0.34681 4.20494
H45 3.45368 3.02607 3.58929
H46 3.52404 4.15189 0.91292
H47 5.17272 4.02620 1.62493
H48 4.82180 3.25773 0.03684

E_HOMO (alpha / beta) = -11.2 / -11.2 eV
orbital gap (alpha / beta) = 0.15978 / 0.15918 Ha
LUMO energy (alpha / beta) = -6.8 / -6.8 eV
total charge = +2
calculated total energy = -7193.7380 Eh